Run w
ORCA calculation (ωB97M-V/def2-TZVPD) on C22H31CuN5O6S2Si2 as an isolated structure.

Computed properties:
* HOMO level (alpha / beta): -1.1 / -1.1 eV
* total charge: -2
* spin multiplicity: 2
* HOMO-LUMO gap (alpha / beta): 5.571 / 5.552 eV
* LUMO level (alpha / beta): 4.49 / 4.49 eV

```
69
C22H31CuN5O6S2Si2 (ωB97M-V/def2-TZVPD)
Cu 0.19 0.64 -0.03
O 2.62 1.49 -2.64
S 1.24 1.64 -2.22
O 0.42 2.34 -3.20
O 0.62 0.27 -1.88
O 1.14 2.30 -0.85
C -1.35 -4.71 1.78
Si -1.13 -2.82 1.65
C -2.82 -2.28 0.96
C -1.08 -2.33 3.47
C 0.25 -2.18 0.66
C 1.41 -1.59 1.30
C 2.11 -2.16 2.39
C 3.24 -1.55 2.89
C 3.72 -0.39 2.30
C 3.00 0.14 1.25
N 1.88 -0.42 0.78
Si 0.56 -2.85 -1.01
C -0.83 -2.49 -2.23
C 2.25 -2.39 -1.69
C 0.69 -4.76 -1.04
H -2.15 -4.93 2.51
H -0.43 -5.19 2.13
H -1.63 -5.16 0.83
H -3.39 -1.72 1.72
H -3.42 -3.14 0.65
H -2.69 -1.63 0.09
H -2.04 -2.57 3.93
H -0.89 -1.26 3.63
H -0.31 -2.89 4.01
H 1.76 -3.09 2.80
H 3.76 -2.00 3.73
H 4.61 0.11 2.66
H 3.29 1.06 0.76
H -0.97 -1.41 -2.34
H -1.76 -2.94 -1.88
H -0.61 -2.91 -3.22
H 2.35 -1.32 -1.87
H 2.43 -2.93 -2.62
H 3.01 -2.70 -0.97
H -0.23 -5.26 -0.73
H 1.49 -5.09 -0.38
H 0.93 -5.09 -2.06
N -0.75 7.10 1.09
C -0.65 5.80 1.62
C 0.42 4.98 1.24
C 0.52 3.70 1.75
C -0.44 3.22 2.64
C -1.49 4.03 3.03
C -1.59 5.32 2.53
S -0.41 1.51 3.09
O 0.96 1.13 3.31
O -1.32 1.36 4.20
N -0.90 0.79 1.73
C -2.14 1.05 1.20
N -2.10 1.02 -0.16
C -3.22 1.19 -0.82
C -4.42 1.43 -0.17
C -4.35 1.49 1.21
N -3.24 1.32 1.91
H -0.30 7.18 0.19
H -1.71 7.41 1.02
H 1.13 5.32 0.51
H 1.32 3.05 1.42
H -2.24 3.64 3.70
H -2.42 5.96 2.82
H -3.14 1.14 -1.91
H -5.35 1.57 -0.71
H -5.24 1.70 1.79
```

---

Run x
ORCA calculation (ωB97M-V/def2-TZVPD) on C22H31CuN5O6S2Si2 as an isolated structure.

Computed properties:
* HOMO level (alpha / beta): 0.4 / -0.9 eV
* total charge: -2
* spin multiplicity: 2
* HOMO-LUMO gap (alpha / beta): 3.928 / 5.229 eV
* LUMO level (alpha / beta): 4.31 / 4.31 eV

```
69
C22H31CuN5O6S2Si2 (ωB97M-V/def2-TZVPD)
Cu -0.82 -1.04 1.41
O 2.56 0.58 3.78
S 0.71 -2.46 3.51
O 0.55 -3.83 4.01
O -0.63 -1.83 3.24
O 1.35 -0.66 1.07
C 1.40 0.10 -1.90
Si 2.07 1.35 -0.66
C 1.04 2.94 -0.85
C 3.77 1.92 -1.29
C 2.17 0.58 0.97
C 2.02 -1.83 1.06
C 3.26 -2.03 0.53
C 3.80 -3.34 0.49
C 3.01 -4.39 0.96
C 1.77 -4.13 1.49
N 1.26 -2.85 1.63
Si 2.05 1.52 2.48
C 1.94 0.53 5.03
C 0.37 2.22 2.98
C 3.20 3.02 2.35
H 1.25 0.55 -2.89
H 0.44 -0.30 -1.56
H 2.09 -0.74 -1.99
H 0.85 3.18 -1.90
H 1.60 3.78 -0.43
H 0.09 2.89 -0.32
H 3.71 2.45 -2.25
H 4.45 1.06 -1.41
H 4.23 2.59 -0.56
H 3.78 -1.17 0.15
H 4.78 -3.52 0.07
H 3.35 -5.42 0.91
H 1.14 -4.91 1.91
H 0.87 0.33 4.96
H 2.07 1.47 5.60
H 2.40 -0.28 5.61
H -0.41 1.47 2.91
H 0.10 3.02 2.29
H 0.36 2.63 4.00
H 4.23 2.69 2.24
H 3.11 3.64 3.25
H 2.94 3.65 1.49
N -3.15 1.50 -6.06
C -3.15 1.43 -4.65
C -1.97 1.67 -3.93
C -1.98 1.62 -2.55
C -3.15 1.33 -1.87
C -4.32 1.09 -2.57
C -4.32 1.15 -3.95
S -3.12 1.21 -0.10
O -2.26 2.28 0.37
O -4.50 1.20 0.33
N -2.34 -0.16 0.22
C -2.87 -1.34 -0.16
N -2.08 -2.39 0.22
C -2.57 -3.60 0.10
C -3.81 -3.85 -0.47
C -4.47 -2.73 -0.96
N -4.03 -1.49 -0.82
H -2.24 1.34 -6.46
H -3.83 0.90 -6.48
H -1.05 1.88 -4.46
H -1.07 1.80 -2.00
H -5.22 0.85 -2.02
H -5.24 0.97 -4.51
H -1.93 -4.41 0.45
H -4.22 -4.85 -0.57
H -5.41 -2.84 -1.50
```

---

Name the least stable of them. run x.